Record 1
C30H51CaN2O2P2 as an isolated structure in a non-equilibrium geometry, computed with ωB97M-V with the def2-TZVPD basis set.

Frontier orbital gap, Ha: 0.228
Energy, eV: -76024.7684
HOMO energy, eV: -9.6
ΔE to the lowest compared entry with this formula, charge and spin, eV: 0.000
Total charge: +1

Last column: Mulliken charge in e.
Geometry (Å):
C  2.2722  -1.2650  -0.6135  -0.510
C  1.1589  0.5447  -1.5700  -2.415
C  3.1459  -1.3425  -1.6927  -0.904
C  1.9560  0.4687  -2.7101  -0.762
C  2.9757  -0.4883  -2.7813  -1.346
H  3.9237  -2.1034  -1.6590  0.550
H  1.7840  1.1842  -3.5136  0.527
H  3.6210  -0.5479  -3.6479  0.467
N  1.3246  -0.3047  -0.5189  2.462
P  0.7240  -2.5874  1.3044  -0.644
P  -0.0395  2.4562  0.1933  -0.452
C  2.3531  -2.3263  0.5061  -1.308
H  2.7380  -3.2844  0.1065  0.685
H  3.0750  -1.9861  1.2740  0.616
C  -0.0005  1.5243  -1.5067  0.647
H  0.0697  2.2857  -2.3020  1.563
C  -1.6838  3.4086  0.2582  2.422
C  1.4652  3.5502  0.3574  2.100
C  -0.3292  -3.6151  0.0600  2.650
C  0.9782  -3.3943  2.9871  1.879
C  -2.7445  2.5371  0.9814  -1.775
H  -2.5539  2.4741  2.0653  0.254
H  -3.7336  3.0012  0.8371  0.489
H  -2.8139  1.5135  0.5788  0.239
C  -1.5520  4.7101  1.0593  -1.832
H  -1.2635  4.5283  2.1012  0.309
H  -0.8415  5.4144  0.6129  0.269
H  -2.5388  5.1987  1.0775  0.561
C  -2.1594  3.7302  -1.1634  -1.266
H  -2.9304  4.5154  -1.0999  0.625
H  -1.3553  4.1123  -1.8063  0.070
H  -2.6070  2.8492  -1.6453  0.036
C  1.4797  4.1159  1.8133  -1.753
H  0.9409  3.4745  2.5260  0.220
H  2.5182  4.1900  2.1713  0.440
H  1.0426  5.1219  1.8591  0.426
C  2.7389  2.6939  0.1489  -1.825
H  2.6898  1.7439  0.6926  -0.080
H  2.9072  2.4893  -0.9152  0.361
H  3.6019  3.2571  0.5393  0.730
C  1.4166  4.6665  -0.7009  -1.587
H  0.6730  4.4926  -1.4904  0.233
H  1.2230  5.6485  -0.2447  0.372
H  2.3913  4.7241  -1.2052  0.417
C  -0.4139  -3.5205  3.6370  -1.558
H  -0.3125  -4.0377  4.6038  0.461
H  -0.8576  -2.5299  3.8283  0.127
H  -1.1154  -4.0845  3.0082  0.322
C  1.8483  -2.4880  3.8903  -1.589
H  2.7982  -2.2125  3.4187  0.338
H  1.3371  -1.5715  4.2011  0.139
H  2.0951  -3.0568  4.8028  0.567
C  1.6704  -4.7509  2.8376  -1.513
H  2.4517  -4.7424  2.0651  0.254
H  2.1605  -5.0092  3.7872  0.504
H  0.9638  -5.5579  2.6164  0.306
C  0.0169  -3.2463  -1.3930  -1.975
H  1.0526  -3.5036  -1.6543  0.300
H  -0.6530  -3.8070  -2.0658  0.608
H  -0.1450  -2.1789  -1.5885  0.185
C  -1.8367  -3.2968  0.3144  -1.402
H  -2.2334  -2.5990  -0.4408  0.141
H  -2.4132  -4.2365  0.2647  0.480
H  -2.0415  -2.8332  1.2951  0.179
C  -0.0636  -5.1095  0.2389  -1.880
H  1.0068  -5.3465  0.1771  0.350
H  -0.4735  -5.4958  1.1804  0.333
H  -0.5720  -5.6418  -0.5799  0.550
Ca  -0.5437  -0.0935  1.2812  1.565
C  1.5088  0.6344  2.5544  0.160
O  2.4496  0.8850  3.1787  -0.231
N  -1.7463  -0.0087  -0.6054  -1.164
C  -1.3911  0.6041  -1.6224  -0.130
C  -2.1293  0.4605  -3.0068  2.487
C  -1.6697  1.4731  -4.0437  -1.834
C  -1.8217  -0.9276  -3.5697  -1.729
C  -3.6532  0.5794  -2.7684  -1.580
H  -1.8135  2.5101  -3.7219  0.283
H  -0.6158  1.3228  -4.3063  0.202
H  -2.2609  1.3365  -4.9593  0.550
H  -2.1245  -1.7104  -2.8628  0.283
H  -2.3859  -1.0782  -4.5015  0.511
H  -0.7488  -1.0424  -3.7793  0.274
H  -4.1207  1.2359  -3.5178  0.361
H  -4.1304  -0.4071  -2.8338  0.408
H  -3.8780  0.9645  -1.7659  0.248
O  -0.5432  0.5713  5.0721  -0.162
C  -0.6930  0.1671  4.0101  0.115

***

Record 2
C30H51FHgN5Sb2Si as an isolated structure, computed with ωB97M-V with the def2-TZVPD basis set.

Frontier orbital gap (spin up / spin down), Ha: 0.251 / 0.237
Energy, eV: -67233.0256
⟨S²⟩: 0.76
Spin multiplicity: 2
HOMO energy (spin up / spin down), eV: -6.1 / -7.1

Last column: Mulliken charge in e.
Geometry (Å):
Hg  0.2036  1.2712  -0.3500  1.096
C  -2.7819  4.0608  -0.0877  -1.056
Si  -3.0387  2.1978  -0.1723  -0.098
C  -4.8462  1.8258  -0.5224  -1.110
C  -2.6268  1.5078  1.5225  -0.198
N  -2.0322  1.3793  -1.3123  0.195
C  -2.0429  1.5748  -2.6674  0.502
C  -2.7889  2.5669  -3.3368  0.040
C  -2.8107  2.6802  -4.7186  -1.216
C  -2.0694  1.8193  -5.5151  -0.426
C  -1.2980  0.8393  -4.8983  -0.856
C  -1.2985  0.7438  -3.5278  0.018
F  -0.5004  -0.2148  -2.9723  0.058
H  -3.1506  4.4552  0.8632  0.371
H  -3.2943  4.5996  -0.8866  0.364
H  -1.7159  4.2938  -0.1547  0.216
H  -5.4931  2.3264  0.2030  0.427
H  -5.0338  0.7519  -0.4499  0.305
H  -5.1501  2.1487  -1.5200  0.343
H  -3.4327  1.7358  2.2261  0.494
H  -1.7048  1.9345  1.9218  -0.398
H  -2.5024  0.4232  1.4935  -0.097
H  -3.3696  3.2599  -2.7428  0.220
H  -3.4168  3.4524  -5.1758  0.418
H  -2.0877  1.9013  -6.5930  0.419
H  -0.6973  0.1426  -5.4695  0.421
C  4.8416  -0.7911  -1.5163  -1.478
Sb  2.6955  -0.6698  -1.5925  0.439
C  2.6466  -0.3557  -3.7141  -1.343
C  2.3711  -2.8233  -1.8269  -1.796
C  2.2233  -3.5764  -0.5389  0.747
C  3.3582  -3.7836  0.2489  -0.284
C  3.2998  -4.4488  1.4612  -0.870
C  2.0802  -4.9357  1.9129  -0.751
C  0.9474  -4.7511  1.1391  -0.525
C  0.9894  -4.0813  -0.0866  0.770
C  -0.2811  -3.8879  -0.8529  -1.690
Sb  -1.1605  -1.9650  -0.3420  0.253
C  -2.8260  -2.1300  -1.6744  -1.347
C  -2.2075  -2.7578  1.3703  -1.607
H  5.1877  -1.5771  -2.1877  0.466
H  5.1886  -0.9916  -0.5039  0.374
H  5.2501  0.1653  -1.8419  0.399
H  3.2352  -1.1262  -4.2133  0.553
H  3.0639  0.6252  -3.9294  0.384
H  1.6172  -0.3993  -4.0666  0.232
H  3.2363  -3.1856  -2.3862  0.760
H  1.5005  -2.9178  -2.4724  0.343
H  4.3116  -3.4097  -0.1096  0.388
H  4.2004  -4.5937  2.0441  0.414
H  2.0139  -5.4690  2.8527  0.419
H  -0.0030  -5.1492  1.4783  0.375
H  -1.0192  -4.6486  -0.5945  0.691
H  -0.1390  -3.9145  -1.9318  0.686
H  -3.3501  -3.0696  -1.4998  0.603
H  -2.4726  -2.0935  -2.7041  0.398
H  -3.4987  -1.2890  -1.5132  0.184
H  -2.7988  -3.6211  1.0634  0.546
H  -2.8725  -2.0056  1.7944  0.464
H  -1.4961  -3.0671  2.1363  0.343
C  -0.0102  2.3655  4.6254  -0.357
C  1.2521  1.5339  4.8406  -1.272
N  1.2307  0.2129  4.2367  0.224
C  0.8132  -0.9090  5.0675  -0.806
C  -0.6967  -1.1236  5.1065  -0.856
C  1.4555  0.0738  2.8912  0.454
C  1.4992  -1.3256  2.3417  0.168
N  1.6605  1.0370  2.0627  -0.480
H  0.1394  3.3785  5.0023  0.395
H  -0.8648  1.9343  5.1456  0.248
H  -0.2647  2.4309  3.5676  -0.190
H  1.4237  1.3960  5.9093  0.371
H  2.1243  2.0730  4.4597  0.556
H  1.1904  -0.7299  6.0766  0.391
H  1.3042  -1.8144  4.7169  0.383
H  -1.2090  -0.2687  5.5474  0.315
H  -0.9408  -2.0059  5.7005  0.385
H  -1.0938  -1.2687  4.1002  0.094
H  2.3138  -1.9026  2.7825  0.473
H  1.6612  -1.2626  1.2686  -0.493
H  0.5716  -1.8679  2.5284  -0.080
H  1.5968  1.9532  2.4977  0.122
N  0.8385  4.2255  -2.9343  0.076
C  1.4339  4.7481  -1.8138  -0.418
C  2.3457  3.8149  -1.4221  -0.555
N  2.3203  2.7328  -2.2728  -0.096
C  1.4095  3.0208  -3.1700  -0.619
H  0.0910  4.6371  -3.4656  0.246
H  1.1548  5.7032  -1.4067  0.432
H  2.9978  3.8401  -0.5654  0.459
H  1.0990  2.3849  -3.9838  0.440

***

Record 3
C30H51NP2Rh as an isolated structure in a non-equilibrium geometry, computed with ωB97M-V with the def2-TZVPD basis set.

Frontier orbital gap (spin up / spin down), Ha: 0.231 / 0.249
Energy, eV: -55003.2374
⟨S²⟩: 6.04
Spin multiplicity: 5
HOMO energy (spin up / spin down), eV: -8.1 / -10.7
ΔE to the lowest compared entry with this formula, charge and spin, eV: 0.000
Total charge: +1

Last column: Mulliken charge in e.
Geometry (Å):
Rh  0.7676  -1.3480  0.3083  -0.997
C  -0.3234  -2.5625  1.9723  1.129
C  1.0871  -2.8643  1.6835  0.125
C  0.9768  -1.2222  3.3373  1.403
C  -0.3450  -1.5854  3.0219  0.874
C  1.8693  -1.9031  2.4667  0.784
C  -1.4743  -3.4085  1.5597  -1.860
H  -1.2387  -3.9773  0.6562  0.301
H  -2.3677  -2.8022  1.3670  0.302
H  -1.7437  -4.1290  2.3465  0.358
C  -1.5672  -1.0903  3.7054  -1.653
H  -2.4316  -1.7362  3.4955  0.450
H  -1.8264  -0.0765  3.3622  0.071
H  -1.4277  -1.0396  4.7964  0.428
C  1.3712  -0.3362  4.4658  -1.712
H  0.7879  -0.5639  5.3709  0.499
H  1.1915  0.7227  4.2348  0.125
H  2.4373  -0.4397  4.7025  0.391
C  3.3495  -1.8878  2.5397  -1.925
H  3.7185  -2.4147  3.4317  0.374
H  3.7382  -0.8622  2.5901  0.367
H  3.7771  -2.3759  1.6596  0.350
C  1.5992  -4.1770  1.2066  -1.902
H  1.8274  -4.8323  2.0603  0.354
H  2.5207  -4.0434  0.6335  0.411
H  0.8555  -4.6847  0.5907  0.329
C  -1.5818  0.3089  -4.3888  -0.301
C  -1.5971  -1.0324  -4.4734  -0.309
C  -0.7540  -1.8710  -5.3852  -0.716
C  0.7050  -1.3799  -5.5469  -0.876
C  1.3225  -0.8519  -4.2829  -0.123
C  1.5173  0.4615  -4.0677  -0.378
C  0.7261  1.5692  -4.7166  -0.866
C  -0.7479  1.2742  -5.1785  -0.925
H  -1.2092  -1.9145  -6.3882  0.435
H  0.7327  -0.6153  -6.3391  0.268
H  -0.7469  -2.9069  -5.0139  0.306
H  -0.7428  1.0251  -6.2516  0.377
H  -2.3577  0.7904  -3.7725  0.591
H  -2.3673  -1.5873  -3.9237  0.635
H  -1.2727  2.2436  -5.1064  0.355
H  0.6940  2.4315  -4.0264  0.284
H  2.3829  0.7960  -3.4827  0.745
H  1.2650  1.9454  -5.6046  0.406
H  1.3109  -2.2268  -5.9110  0.385
H  1.7530  -1.6021  -3.6029  0.326
P  -0.9652  -0.5845  -0.7950  1.961
P  1.7581  0.6264  0.0688  1.333
C  -0.4253  0.9023  -1.7042  1.482
C  0.8145  1.6272  -1.1523  -1.419
H  -1.2783  1.5812  -1.8635  1.204
H  -0.1917  0.5054  -2.6964  -2.627
H  1.4956  1.8659  -1.9815  0.644
H  0.5291  2.5750  -0.6749  0.223
C  1.6715  1.6126  1.5833  -0.441
H  2.2152  1.0972  2.3830  0.335
H  0.6195  1.7412  1.8966  -0.473
H  2.1205  2.6002  1.4074  0.597
C  3.4433  0.4440  -0.5673  -1.535
H  3.6476  1.2048  -1.3334  0.488
H  3.5663  -0.5604  -1.0003  0.364
H  4.1520  0.5609  0.2618  0.441
C  -2.6491  -0.3137  -0.2420  -1.537
H  -3.0868  -1.2582  0.1101  0.492
H  -3.2573  0.0792  -1.0755  0.425
H  -2.6599  0.4101  0.5874  0.194
C  -0.8482  -2.1294  -1.7555  -1.097
H  -0.1739  -2.8592  -1.2630  0.360
H  -0.4397  -1.9177  -2.7505  -0.550
H  -1.8547  -2.5641  -1.8307  0.491
C  -1.0618  2.2794  5.1691  -0.637
C  -1.3598  3.0561  3.9548  0.475
C  -1.8636  4.4030  3.9682  -1.000
C  -2.0876  4.7458  2.6339  -1.186
C  -1.7104  3.5985  1.8595  0.659
C  -1.8565  3.4980  0.4012  -0.809
N  -1.2413  2.6076  2.6729  0.088
H  -0.1838  2.6955  5.6894  0.296
H  -1.9150  2.3427  5.8640  0.423
H  -0.8771  1.2226  4.9412  -0.200
H  -2.0342  4.9815  4.8675  0.470
H  -2.4658  5.6632  2.2054  0.489
H  -2.9143  3.6039  0.1131  0.436
H  -1.3028  4.3091  -0.0967  0.413
H  -1.4902  2.5290  0.0421  -0.264

***

Record 4
C30H52As3IN4SiTi as an isolated structure, computed with ωB97M-V with the def2-TZVPD basis set.

Frontier orbital gap, Ha: 0.230
Energy, eV: -259511.1752
HOMO energy, eV: -13.2
ΔE to the lowest compared entry with this formula, charge and spin, eV: 0.000
Total charge: +2

Last column: Mulliken charge in e.
Geometry (Å):
Ti  0.8316  0.5545  0.3144  -1.952
C  0.0721  0.7958  3.4733  -1.085
N  1.0327  0.7691  2.3455  0.534
C  2.3070  0.9106  2.6071  -0.274
C  3.2545  0.7970  1.5726  -0.388
C  4.6384  0.8992  1.5663  -0.971
C  5.0578  0.6093  0.2606  -1.245
C  3.9183  0.3370  -0.4789  -1.099
N  2.8072  0.4452  0.2907  2.201
C  0.1459  -0.4629  4.2980  0.448
C  0.9849  -0.5289  5.4042  -0.394
C  1.1086  -1.7122  6.1203  -0.754
C  0.3857  -2.8327  5.7395  -0.584
C  -0.4707  -2.7680  4.6479  -0.814
C  -0.5876  -1.5878  3.9313  0.110
H  -0.9276  0.9124  3.0537  -0.015
H  0.2800  1.6739  4.0888  0.641
H  2.6449  1.0994  3.6242  0.413
H  5.2616  1.1352  2.4146  0.632
H  6.0711  0.5812  -0.1040  0.554
H  3.8506  0.0610  -1.5200  0.442
H  1.5303  0.3515  5.7264  0.469
H  1.7576  -1.7532  6.9846  0.427
H  0.4749  -3.7514  6.3029  0.429
H  -1.0530  -3.6352  4.3653  0.460
H  -1.2675  -1.5390  3.0873  0.287
C  2.0848  2.1590  -3.1234  -1.360
As  0.7827  0.9279  -2.3735  1.993
C  1.1294  -0.6455  -3.4545  -1.355
C  -0.7996  1.7628  -3.1665  -2.140
C  -2.2180  1.2184  -2.9205  2.349
C  -3.1003  1.8887  -3.9889  -2.285
C  -2.7629  1.6887  -1.5671  -2.335
As  -1.8813  1.2147  0.1249  2.192
C  -2.6619  2.6628  1.1894  -1.910
C  -2.9670  -0.2356  0.8220  -1.437
C  -2.2519  -0.3115  -3.0668  -0.749
As  -3.9410  -1.1892  -3.6729  0.340
C  -4.8861  -1.4025  -1.9660  -1.027
C  -3.1445  -2.9784  -3.6917  -1.018
H  1.9904  2.1343  -4.2085  0.521
H  3.0982  1.8747  -2.8474  0.365
H  1.8876  3.1690  -2.7704  0.411
H  0.9409  -0.4109  -4.5017  0.593
H  0.5024  -1.4780  -3.1461  0.197
H  2.1747  -0.9277  -3.3357  0.489
H  -0.5915  1.7262  -4.2394  0.713
H  -0.7434  2.8168  -2.8748  0.467
H  -2.9639  2.9720  -3.9796  0.470
H  -4.1569  1.6782  -3.8219  0.581
H  -2.8461  1.5199  -4.9836  0.476
H  -3.7945  1.3510  -1.4463  0.696
H  -2.7858  2.7817  -1.5579  0.582
H  -3.7335  2.4818  1.2645  0.509
H  -2.5330  3.6252  0.6926  0.570
H  -2.2522  2.6988  2.1988  0.427
H  -4.0197  0.0145  0.7014  0.652
H  -2.7532  -0.3691  1.8823  0.406
H  -2.7532  -1.1605  0.2935  0.147
H  -1.8920  -0.8010  -2.1523  -0.543
H  -1.5627  -0.5945  -3.8680  0.683
H  -5.2538  -0.4470  -1.5925  0.259
H  -4.2631  -1.8871  -1.2150  0.222
H  -5.7545  -2.0343  -2.1506  0.505
H  -2.4482  -3.0651  -4.5250  0.353
H  -3.9338  -3.7149  -3.8341  0.422
H  -2.6257  -3.1948  -2.7557  0.163
I  3.7644  6.1763  -0.0454  0.177
C  2.2518  4.8058  0.2114  -1.160
C  0.9680  5.0312  0.6555  -0.072
N  0.3396  3.8435  0.6546  -0.212
N  1.1424  2.8449  0.2369  0.800
C  2.3120  3.4302  -0.0279  -0.552
H  0.4739  5.9361  0.9684  0.499
H  -0.5905  3.6444  0.9826  -0.030
H  3.1549  2.8550  -0.3741  0.654
C  2.3880  -3.0638  -1.1588  -1.073
Si  1.3763  -2.7871  0.3825  -0.103
C  2.4947  -2.5246  1.8518  -0.415
C  0.2378  -4.2314  0.6948  -1.111
C  0.1504  -1.3203  0.0886  1.525
H  3.0454  -3.9222  -1.0011  0.479
H  3.0282  -2.2118  -1.3946  0.190
H  1.7673  -3.2880  -2.0281  0.363
H  2.9204  -3.4954  2.1198  0.579
H  1.9635  -2.1547  2.7313  -0.080
H  3.3307  -1.8594  1.6309  0.193
H  0.8163  -5.1494  0.8204  0.411
H  -0.4574  -4.3890  -0.1325  0.333
H  -0.3465  -4.0840  1.6061  0.265
H  -0.5940  -1.4215  0.8918  -0.434
H  -0.3625  -1.5456  -0.8526  -0.297